1.
C22H56BrN15O26PS | ωB97M-V/def2-TZVPD

Summary:
**Relative energy (zero: lowest compared OMol25 entry of this formula, charge and spin)**: 0.0 kcal/mol
**Kohn-Sham gap**: 7.01 eV
**HOMO level**: -11.5 eV
**Net charge**: +1

Each line ends with the Löwdin charge.
Atoms and positions in Å:
C -0.128031 -1.047155 6.453134  0.0045
C -1.217669 -0.173756 6.382276  -0.1379
C -1.382701 0.944774 5.318908  -0.1563
C -1.778265 0.396777 3.911342  -0.2971
C -1.715561 -1.126988 3.621638  0.0341
N -1.789963 -1.217348 2.317412  -0.2267
P -1.800601 -2.865523 1.632374  0.4580
S -0.354442 -3.191414 0.389468  0.2272
C -1.858166 0.072047 1.577352  -0.1004
C -1.268704 1.102031 2.603851  -0.6435
Br -2.195210 2.876584 2.734197  0.8066
C 0.240077 1.510093 2.511005  -0.2004
C 1.095396 0.563761 1.630097  -0.2507
N 1.132622 -0.815196 2.165143  0.0040
H 0.897553 -0.679531 6.653404  0.0643
H -0.336075 -2.130171 6.351619  0.0611
H -1.988288 -0.260174 7.177820  0.0969
H -2.228063 1.581220 5.662736  0.1002
H -0.498514 1.622046 5.299519  0.1195
H -2.886012 0.573261 3.853097  0.1301
H -1.636812 -1.962620 4.332119  0.1346
H -3.027218 -2.937578 0.897011  -0.0286
H -1.832959 -3.737982 2.762985  0.0204
H -2.952510 0.292914 1.622910  0.1366
H -1.466578 0.070857 0.547445  0.1395
H 0.655582 1.475504 3.543548  0.1069
H 0.377097 2.541264 2.133416  0.0955
H 0.797734 0.602146 0.560897  0.1200
H 2.147400 0.948834 1.653406  0.1191
H 1.333664 -0.803639 3.165840  0.0602
H 1.957192 -1.245933 1.747208  0.0447
C -5.657847 -2.853850 -2.056439  0.0668
N -4.994809 -2.858404 -0.729285  -0.4359
O -4.386801 -3.857096 -0.393915  0.0217
O -5.091353 -1.853970 -0.058634  0.0527
H -5.483657 -3.811278 -2.537645  0.1040
H -6.720275 -2.689448 -1.893705  0.1156
H -5.212694 -2.041658 -2.631221  0.0657
C -4.216081 1.709523 -3.462294  0.0282
N -5.245859 0.640134 -3.373456  -0.4272
O -4.976757 -0.442028 -3.867952  0.0155
O -6.281032 0.910274 -2.815064  0.0908
H -3.352413 1.315191 -3.982959  0.0895
H -4.650093 2.542376 -4.008051  0.1006
H -3.957929 1.997130 -2.449006  0.0929
C -0.555096 4.756242 -3.470319  0.0523
N -1.765455 3.894929 -3.482634  -0.4258
O -1.686158 2.802712 -2.951172  0.0347
O -2.752379 4.336918 -4.023754  0.0820
H 0.241609 4.229351 -2.956181  0.0989
H -0.283770 4.953994 -4.499146  0.0734
H -0.812398 5.674541 -2.948455  0.1131
C -1.481093 -6.133505 -1.378398  0.0067
N -1.287541 -7.233929 -2.355173  -0.4565
O -2.264816 -7.634324 -2.950721  0.0634
O -0.162011 -7.656685 -2.487216  0.0719
H -2.531984 -5.860046 -1.366279  0.0849
H -1.166703 -6.498638 -0.405310  0.0626
H -0.868479 -5.296178 -1.701273  0.0660
C -5.341270 -1.351243 -7.068629  0.0336
N -4.891456 -1.028099 -8.446085  -0.4614
O -5.657252 -1.257028 -9.353718  0.0767
O -3.782723 -0.555100 -8.561251  0.0629
H -6.344049 -1.763594 -7.116954  0.0962
H -4.643959 -2.076858 -6.658049  0.1004
H -5.330211 -0.428570 -6.495728  0.0816
C 3.004198 -4.746541 2.613735  0.0565
N 3.509556 -3.350859 2.658577  -0.4388
O 3.425422 -2.754029 3.713146  0.0486
O 3.968854 -2.902694 1.631963  0.0675
H 2.624533 -5.010058 3.595507  0.0973
H 2.212971 -4.783364 1.868131  0.0811
H 3.837265 -5.387165 2.335331  0.1089
C 1.793702 6.204729 -7.392656  0.0555
N 1.294214 6.488139 -6.023168  -0.4430
O 1.655560 5.750138 -5.128817  0.0302
O 0.559093 7.437983 -5.889295  0.0801
H 2.437128 5.331441 -7.353285  0.0929
H 0.928163 6.022657 -8.025009  0.1034
H 2.347145 7.078834 -7.725597  0.1071
C -2.959871 -9.443205 1.100373  0.0556
N -2.054938 -8.657810 1.978478  -0.4496
O -1.760269 -9.131417 3.047980  0.0909
O -1.670351 -7.584840 1.556030  0.0268
H -3.216802 -10.368244 1.605755  0.0989
H -3.846326 -8.840020 0.920750  0.1031
H -2.425789 -9.642665 0.174173  0.1044
C 5.146992 5.062894 -3.288772  0.0428
N 5.605184 5.386433 -4.662264  -0.4454
O 4.839852 5.175883 -5.577216  0.0565
O 6.722042 5.842113 -4.772721  0.0629
H 4.137310 4.667563 -3.341479  0.0917
H 5.830600 4.324427 -2.881261  0.0768
H 5.173062 5.982835 -2.711358  0.1025
C 5.461781 -0.037927 0.422042  0.0425
N 5.166646 1.140580 -0.433484  -0.4571
O 5.445138 2.235077 0.002857  0.0674
O 4.661301 0.922786 -1.513570  0.0547
H 5.905920 0.304871 1.349904  0.0707
H 4.521342 -0.548956 0.610167  0.0736
H 6.152438 -0.675412 -0.124087  0.1094
C 9.364261 5.824608 -1.950493  0.0501
N 8.317976 4.777607 -1.847027  -0.4465
O 8.551314 3.698900 -2.340581  0.0772
O 7.292709 5.077743 -1.273433  0.0378
H 10.214236 5.413911 -2.485347  0.0973
H 8.933498 6.663185 -2.491966  0.1013
H 9.642727 6.109619 -0.939002  0.1013
C 3.960373 0.367627 5.131520  0.0367
N 5.314054 0.620187 4.581162  -0.4438
O 5.661193 -0.051217 3.635152  0.0578
O 5.971236 1.479707 5.115807  0.0910
H 3.492860 -0.424519 4.553558  0.0561
H 4.077177 0.070169 6.170647  0.1048
H 3.397396 1.294806 5.048530  0.0965
C -5.638865 1.430006 6.350007  0.0415
N -4.936883 1.430775 7.659081  -0.4547
O -4.291308 0.444494 7.954759  0.0448
O -5.059507 2.417262 8.340737  0.0930
H -5.441316 0.486360 5.850668  0.0876
H -6.701087 1.548167 6.547636  0.1053
H -5.252296 2.265531 5.770617  0.0974

Forces on atoms 1 to 6 (eV/Å):
C -1.1190 0.9866 -0.2145
C 1.0792 -0.4328 -0.1901
C 0.3688 0.7361 1.7865
C -0.3796 -0.8035 1.1718
C 0.2951 3.0093 -1.7492
N 0.2508 -1.8552 1.9397



2.
C33H53Br2N3OSi3V | ωB97M-V/def2-TZVPD

Summary:
**Relative energy (zero: lowest compared OMol25 entry of this formula, charge and spin)**: 0.0 kcal/mol
**2S+1**: 3
**Kohn-Sham gap (alpha / beta)**: 6.14 / 6.34 eV
**HOMO level (alpha / beta)**: -4.1 / -4.4 eV
**Net charge**: -1

Each line ends with the Löwdin charge.
Atoms and positions in Å:
V 0.720276 0.161615 0.222233  0.8235
Br 5.310564 -0.310093 -1.975325  0.7845
C 4.369996 -1.579472 -0.940918  -0.5912
C 4.965746 -2.827357 -0.702760  -0.1757
C 4.334645 -3.775812 0.048189  -0.6293
Br 5.201601 -5.438586 0.354375  0.7369
C 3.058483 -3.522885 0.603818  -0.1897
C 2.340021 -4.395174 1.449262  -0.0247
C 1.138419 -3.996302 1.961976  -0.0336
C 0.622340 -2.737099 1.615149  -0.1572
N 1.249191 -1.914775 0.807300  0.0522
C 2.464728 -2.276150 0.321071  -0.1584
C 3.113086 -1.256484 -0.452781  -0.4168
O 2.516923 -0.115493 -0.597462  -0.1944
H 5.944046 -3.024100 -1.118463  0.0909
H 2.759181 -5.361971 1.693436  0.0791
H 0.571239 -4.634557 2.625545  0.1116
H -0.328163 -2.401130 2.004614  0.0958
C 3.133029 2.697763 -1.508543  -0.2047
Si 1.589056 3.413377 -0.739021  0.4005
C 0.710726 4.283378 -2.170690  -0.1842
C 2.110660 4.756705 0.488559  -0.1702
N 0.681591 2.201852 0.096730  -0.1683
C -0.248776 2.581034 1.056892  -0.3582
C -0.986687 3.768714 1.060536  -0.0649
C -1.939602 4.033427 2.038349  -0.1160
C -2.188748 3.106829 3.037506  -0.1228
C -1.460073 1.920773 3.063622  -0.0794
C -0.478385 1.654974 2.113812  -0.3471
N 0.320039 0.492101 2.117731  -0.1778
Si 1.113029 0.055068 3.591906  0.4126
C 1.492217 1.592265 4.614131  -0.1610
C 0.106965 -1.163545 4.643840  -0.1734
C 2.799222 -0.729384 3.290724  -0.1581
H 3.655495 3.491208 -2.053333  0.0309
H 2.910727 1.890593 -2.208082  0.0078
H 3.808852 2.290040 -0.756582  0.0142
H 1.328072 5.124304 -2.503331  0.0253
H -0.278918 4.669929 -1.920262  0.0149
H 0.592858 3.602805 -3.017676  0.0197
H 3.136522 5.072998 0.277967  0.0197
H 2.077983 4.375927 1.511939  0.0255
H 1.473954 5.643259 0.444302  0.0206
H -0.827467 4.495075 0.271854  0.0871
H -2.498720 4.961113 1.999533  0.0895
H -2.945389 3.295780 3.789446  0.0869
H -1.651033 1.184355 3.837889  0.0976
H 0.701568 2.340770 4.560744  0.0191
H 2.411655 2.048713 4.236815  0.0300
H 1.654221 1.339904 5.665726  0.0242
H 0.219138 -0.966044 5.713225  0.0207
H 0.431062 -2.192798 4.464905  0.0092
H -0.957711 -1.105241 4.403664  0.0172
H 3.343196 -0.188160 2.511197  0.0379
H 2.773672 -1.786471 3.024544  0.0128
H 3.380215 -0.642327 4.215012  0.0329
C -1.834269 2.142620 -2.116698  -0.1290
C -2.606323 0.875524 -1.732789  -0.6103
C -3.600468 0.613977 -2.873325  -0.1046
C -3.396843 1.240007 -0.465390  -0.0986
Si -1.386719 -0.613020 -1.322179  0.8551
C -2.487181 -2.009966 -0.452972  -0.6046
C -1.770012 -3.367452 -0.521382  -0.1187
C -3.882088 -2.260039 -1.044127  -0.1110
C -2.680711 -1.627805 1.031817  -0.1201
C -0.674247 -1.315134 -3.015067  -0.6287
C 0.554377 -2.197950 -2.745861  -0.1095
C -1.661340 -2.120440 -3.869591  -0.1019
C -0.162090 -0.144832 -3.867002  -0.1130
H -2.547599 2.959518 -2.294393  0.0892
H -1.243672 2.023305 -3.024955  0.0500
H -1.160109 2.448852 -1.322709  0.0267
H -4.312880 1.448579 -2.929975  0.0800
H -4.175762 -0.302748 -2.752225  0.0526
H -3.091957 0.564998 -3.838106  0.0601
H -3.936915 2.180684 -0.634011  0.0845
H -2.740918 1.395216 0.396487  0.0663
H -4.138328 0.486665 -0.200425  0.0525
H -1.817929 -3.794220 -1.524606  0.0611
H -2.259271 -4.079253 0.157876  0.0821
H -0.720993 -3.313378 -0.244660  0.0363
H -3.834306 -2.547810 -2.096235  0.0643
H -4.533793 -1.391712 -0.959096  0.0545
H -4.367002 -3.083584 -0.500505  0.0812
H -1.820893 -1.103902 1.457114  0.0330
H -2.874950 -2.525190 1.636112  0.0786
H -3.536739 -0.965907 1.163003  0.0638
H 0.336004 -3.065471 -2.125423  0.0609
H 1.344633 -1.621038 -2.262145  0.0534
H 0.956052 -2.567696 -3.699299  0.0837
H -1.964657 -3.049229 -3.382949  0.0551
H -1.188308 -2.395223 -4.822803  0.0789
H -2.564324 -1.557927 -4.101374  0.0577
H 0.493880 0.518700 -3.293805  0.0733
H -0.977157 0.451762 -4.278324  0.0586
H 0.419274 -0.534723 -4.712839  0.0821

Forces on atoms 1 to 6 (eV/Å):
V 0.0369 0.4979 -0.0850
Br -0.0071 -0.0065 0.0122
C -0.1013 0.0400 -0.1175
C 0.0124 -0.0337 -0.0026
C 0.0242 0.0114 -0.0224
Br -0.0013 -0.0031 0.0046



3.
C3H22NO6 | ωB97M-V/def2-TZVPD

Summary:
**Relative energy (zero: lowest compared OMol25 entry of this formula, charge and spin)**: 102.7 kcal/mol
**Kohn-Sham gap**: 7.92 eV
**HOMO level**: -12.1 eV
**Net charge**: +1

Each line ends with the Löwdin charge.
Atoms and positions in Å:
N -0.287806 -0.225603 -0.972983  0.3593
H -1.238196 -0.083333 -0.662173  0.1615
H -0.265676 -0.925543 -1.700793  0.1585
H 0.434784 -0.307883 -0.272133  0.1615
H -0.045196 0.637747 -1.437603  0.1552
C 1.222754 4.740907 -4.918743  -0.1360
O 0.352484 4.099677 -3.940213  -0.1481
H 2.146014 4.982757 -4.392253  0.0728
H 1.396714 4.005687 -5.704413  0.0768
H 0.928584 5.649297 -5.444473  0.0747
H 0.257114 4.661377 -3.167563  0.0604
C 0.009354 1.184557 6.386687  -0.1450
O 0.414894 2.555757 6.637927  -0.1292
H 0.085284 0.470167 7.206427  0.0804
H -1.003896 1.148877 5.986517  0.0664
H 0.636854 0.803467 5.580997  0.0614
H 0.358054 3.106237 5.853497  0.0662
C -0.694396 -4.263353 -4.954253  -0.1883
O -0.277206 -2.960133 -5.180903  -0.1289
H -0.951626 -4.714603 -5.912533  0.0818
H 0.074684 -4.837423 -4.437473  0.0813
H -1.632786 -4.212593 -4.402023  0.0789
H 0.624274 -3.032193 -5.503003  0.0768
O -4.056666 1.801877 1.822217  -0.0651
H -4.571916 1.227097 2.388247  0.0320
H -4.547616 2.623377 1.803677  0.0336
O -1.159026 -4.516253 5.019237  -0.0529
H -0.628706 -4.216723 4.280817  0.0208
H -0.561906 -5.051273 5.542147  0.0321
O 3.988344 -1.313733 1.359897  -0.0649
H 4.758574 -0.811463 1.625787  0.0345
H 4.233844 -2.226743 1.509457  0.0314

Forces on atoms 1 to 6 (eV/Å):
N 0.1457 1.0883 -0.9480
H -0.4024 -0.2673 0.7904
H 0.1804 -0.7763 -0.1028
H -0.0210 -0.7195 0.7348
H 0.1056 0.7161 -0.5459
C 0.4918 -0.6594 0.7169